Entry 1:
Computed, not measured: the molecule C20H16BrFN4O2S in a non-equilibrium geometry, with ωB97M-V with the def2-TZVPD basis set.

Each line ends with the Löwdin charge.
Cartesian coordinates (Å):
Br: -5.1374 2.8614 5.4127  0.722
S: 2.7229 -0.1333 -2.4092  1.019
F: 0.5081 -2.5470 1.3076  0.058
O: -0.4512 1.4365 2.0024  0.091
O: 3.3133 -2.6830 -4.9320  0.069
N: -0.8639 0.8930 -1.5740  0.092
N: 1.0006 0.6311 -0.4382  0.005
N: 1.9432 -3.0965 -3.2086  0.113
N: 0.0816 0.5234 -2.4352  0.027
C: 1.1945 0.3692 -1.7601  -0.622
C: -1.3319 -2.1509 -1.7723  -0.069
C: 2.5193 -2.2698 -4.1193  -0.554
C: 2.1612 -0.7978 -4.0157  -0.319
C: -2.4165 1.5588 0.8898  0.072
C: -1.0746 1.3162 0.7950  -0.169
C: -2.6653 1.8555 2.2576  -0.146
C: 1.2187 -2.8500 -0.9108  0.037
C: -2.3793 2.3146 4.9780  -0.126
C: -0.3458 -2.4470 -2.6967  -0.033
C: -0.3293 0.9666 -0.3757  -0.238
C: 1.9926 0.5779 0.6040  -0.203
C: -1.0578 -2.1869 -0.4165  -0.015
C: -1.2499 1.9894 4.2550  0.014
C: -3.7982 2.1847 3.0009  -0.064
C: 0.9324 -2.7911 -2.2704  -0.275
C: -1.4095 1.7635 2.8973  -0.201
C: -3.6229 2.4070 4.3484  -0.677
C: 2.6111 1.9495 0.8499  -0.050
C: 0.2181 -2.5350 -0.0119  -0.275
H: -2.3081 2.4999 6.0381  0.099
H: -3.1130 1.5270 0.0792  0.124
H: -2.3165 -1.8732 -2.1110  0.114
H: -4.7680 2.2620 2.5362  0.111
H: 2.7627 -0.1292 0.2819  0.102
H: 2.6876 -0.2565 -4.8007  0.089
H: 1.8509 2.6549 1.1768  0.075
H: 1.5184 0.2039 1.5136  0.120
H: 2.3171 -4.0370 -3.1958  0.163
H: 2.2039 -3.1152 -0.5603  0.131
H: 3.0725 2.3235 -0.0613  0.077
H: -0.5632 -2.4121 -3.7526  0.124
H: -0.2832 1.9133 4.7252  0.120
H: 1.0917 -0.6011 -4.0605  0.063
H: 3.3716 1.8736 1.6212  0.080
H: -1.8087 -1.9439 0.3179  0.122

Output
Energy = -114650.6509 eV
SMILES = CCn1c(SCC(=O)Nc2cccc(F)c2)nnc1-c1cc2cc(Br)ccc2o1

=====

Entry 2:
Computed, not measured: the molecule C5H5NO in a non-equilibrium geometry, with ωB97M-V with the def2-TZVPD basis set.

Each line ends with the Löwdin charge.
Cartesian coordinates (Å):
O: 1.1835 -1.6055 -0.4002  -0.013
N: -0.7647 2.3780 0.5997  0.166
C: -2.0001 -0.1238 -0.7552  0.150
C: 1.0854 0.6553 0.2662  -0.102
C: 0.3136 -0.7070 0.2513  -0.397
C: 0.2018 1.7877 0.4074  -0.235
C: -0.9870 -0.6115 -0.3471  -0.107
H: -3.0157 0.0259 -0.9612  0.032
H: -0.0584 -1.0088 1.2449  0.158
H: 0.6310 -2.2856 -0.8022  0.100
H: 1.6753 0.8160 -0.6321  0.128
H: 1.7351 0.6795 1.1285  0.121

Output
Energy = -8800.4204 eV
ΔE to the lowest compared entry with this formula, charge and spin = 2.9987 eV
SMILES = C#C[C@@H](O)CC#N

=====

Entry 3:
Computed, not measured: a cluster of 2 separate species, C24H17N2O5PS in total in a non-equilibrium geometry, with ωB97M-V with the def2-TZVPD basis set.

Each line ends with the Löwdin charge.
Cartesian coordinates (Å):
S: -3.8417 -0.5215 -3.8063  0.766
P: -3.7507 2.6802 -5.7294  0.824
O: 8.8569 -1.3036 3.4745  -0.030
O: 3.8832 0.5894 3.8894  -0.048
O: 4.8630 -0.1313 1.3343  -0.133
O: -5.3147 2.1502 -5.1106  -0.424
O: 7.7579 -0.9016 6.0505  -0.112
N: -3.7515 4.4925 -5.5785  -0.243
N: -1.3003 -1.0977 -1.9019  -0.037
C: 7.0650 -0.6680 5.0128  -0.480
C: 0.2404 2.6030 -3.2732  -0.059
C: -5.5562 -0.9208 -1.2088  -0.087
C: 6.8438 -0.7507 2.4383  -0.034
C: -4.0870 -1.4157 1.2537  -0.027
C: 7.6904 -0.9363 3.6465  -0.361
C: -2.3816 0.7133 -3.7334  -0.376
C: 0.1647 1.1707 -2.4505  0.018
C: -4.0799 -0.8853 -1.9430  -0.381
C: 1.5319 -2.0319 3.3239  -0.022
C: 1.6092 -1.1151 1.9332  0.017
C: -2.3265 2.1253 -4.5644  -0.343
C: -1.1725 0.2217 -2.6858  -0.154
C: -1.2747 -2.5182 2.7456  -0.062
C: -0.9697 3.0670 -4.2999  -0.072
C: -1.2216 -1.6051 1.3684  -0.145
C: 0.0844 -2.7118 3.6908  -0.088
C: -2.6366 -1.1262 -1.1310  -0.132
C: 5.5832 -0.2897 2.3674  -0.477
C: -2.6017 -1.3989 0.4876  -0.057
C: -5.5245 -1.1996 0.4374  -0.078
C: 5.8085 -0.1943 4.9412  -0.042
C: 4.9963 0.0796 3.7265  -0.372
C: 0.2464 -0.9297 1.0002  -0.009
H: -1.4700 -1.8115 -2.6724  0.111
H: -4.6643 4.7915 -5.1289  0.035
H: 7.3501 -1.0296 1.5209  0.084
H: 5.2848 0.0343 5.8622  0.081
H: -4.0844 -1.5751 2.4139  0.074
H: -3.6628 4.9129 -6.5388  0.022
H: 2.6346 -0.5941 1.6135  0.088
H: 1.1702 3.3169 -3.0914  0.091
H: 0.3535 -0.2573 0.0486  0.042
H: -0.9275 4.1001 -4.8558  0.067
H: 1.0482 0.9018 -1.7086  0.102
H: -5.4350 2.4809 -4.1549  0.070
H: -2.3294 -2.9860 3.0114  0.064
H: 2.4571 -2.2027 4.0384  0.105
H: -6.5542 -0.7298 -1.8105  0.079
H: -6.5222 -1.2114 1.0841  0.074
H: -0.0825 -3.3806 4.6631  0.072

Output
Energy = -58481.0508 eV
Total charge = -2

=====

Entry 4:
Computed, not measured: the molecule C4H7NO2 in a non-equilibrium geometry, with ωB97M-V with the def2-TZVPD basis set.

Each line ends with the Löwdin charge.
Cartesian coordinates (Å):
O: 1.7198 0.8431 -0.2943  0.007
O: 0.8438 -1.1739 -0.2287  0.018
N: 1.3797 -0.1342 1.7756  0.210
C: -0.2574 -0.4126 -0.7731  -0.297
C: 0.3131 1.0471 -0.6475  -0.078
C: 1.4416 -0.2042 0.5237  -0.567
C: -1.4911 -0.7597 0.0592  -0.032
H: -1.2981 -0.5747 1.1225  0.084
H: 1.7438 0.7863 2.0313  0.081
H: -1.7209 -1.8266 -0.0530  0.087
H: -2.3799 -0.1982 -0.2455  0.084
H: -0.4111 -0.6617 -1.8275  0.146
H: 0.3768 1.6215 -1.5564  0.123
H: -0.2225 1.5867 0.1556  0.136

Output
Energy = -9845.2029 eV
ΔE to the lowest compared entry with this formula, charge and spin = 2.0768 eV
SMILES = [H]/N=C1\OC[C@H](C)O1

=====

no.,Kohn-Sham gap (eV),LUMO (hartree),HOMO (eV)
1,8.13,0.0004,-8.1
2,11.07,0.0231,-10.4
3,2.55,0.0885,-0.1
4,11.28,0.0333,-10.4